i | A single C7H14N2 molecule. Source: OMol25; level of theory: wB97M-V/def2-TZVPD.

Results
HOMO level in eV: -8.04
LUMO in eV: 0.99
Kohn-Sham gap in eV: 9.029

```
! RIJCOSX wB97M-V def2-TZVPD def2/J DEFGRID3
* xyz 0 1
H 1.928 -3.478 0.486
H 2.621 -1.904 0.099
N 0.316 -0.526 -0.578
H -1.476 0.180 2.195
C 0.538 -2.098 -0.415
H 0.053 3.564 0.080
H -0.809 -1.493 1.846
C -0.480 0.001 0.378
H 0.779 0.719 -2.054
H 0.472 2.550 1.470
C -0.918 -0.468 1.540
H 0.715 -2.420 -1.441
C 0.304 2.549 0.392
H -2.213 2.970 -0.647
C 1.730 -2.406 0.472
N 0.233 -0.125 -1.915
H -0.726 0.048 -2.216
C -0.788 1.584 0.053
H 1.242 2.259 -0.082
C -1.955 1.935 -0.460
H -2.741 1.217 -0.641
H -0.374 -2.582 -0.055
H 1.550 -2.077 1.493
*
```

=====

ii | A single C7H14N2 molecule. Source: OMol25; level of theory: wB97M-V/def2-TZVPD.

Results
HOMO level in eV: -6.30
LUMO in eV: 0.35
Kohn-Sham gap in eV: 6.650

```
! RIJCOSX wB97M-V def2-TZVPD def2/J DEFGRID3
* xyz 0 1
C -1.684 -0.912 1.308
H -2.693 -0.786 1.691
C 1.546 -0.946 0.869
H 1.531 0.945 2.794
C 0.802 0.370 0.867
H 0.871 1.914 -0.828
N 0.839 0.894 -0.833
H 1.030 -1.719 0.302
H -0.280 -1.626 -1.313
H -1.303 -1.929 1.329
C -0.607 -0.853 -2.006
C 1.138 1.279 1.843
C -1.004 0.115 0.784
H 1.642 0.541 -1.357
H -1.656 -1.053 -2.223
H -2.037 1.298 -2.192
H 0.670 2.256 1.893
C -0.468 0.532 -1.430
H 2.554 -0.772 0.477
H -1.442 1.109 0.876
H 1.706 -1.289 1.891
H -0.023 -0.940 -2.928
N -1.130 1.569 -1.815
*
```

=====

Least stable structure: ii

=====

i | 2 unconnected molecules or ions with the total composition C7H14N2. Source: OMol25; level of theory: wB97M-V/def2-TZVPD.

Results
HOMO level in eV: -8.35
LUMO in eV: 0.95
Kohn-Sham gap in eV: 9.300

```
! RIJCOSX wB97M-V def2-TZVPD def2/J DEFGRID3
* xyz 0 1
H -2.790 0.041 0.324
C -1.747 0.196 0.635
H 1.406 2.769 -3.280
H -1.453 2.959 -0.251
H 0.173 4.260 -1.499
H -0.362 -2.337 1.075
C 0.517 -2.918 1.393
N 0.560 1.170 -2.250
H -1.674 1.051 1.218
H 2.527 -2.146 0.741
C -0.795 -0.052 -0.510
H -1.293 -0.724 -1.087
C 1.770 -2.089 1.546
C 0.769 2.469 -2.527
H 0.628 -3.783 0.790
H -1.538 -0.698 1.317
C -0.285 1.149 -1.198
H 0.238 -3.411 2.280
C -0.702 2.481 -0.901
N -0.004 3.322 -1.807
H 1.586 -1.011 1.634
H 0.161 -0.481 -0.079
H 2.307 -2.219 2.436
*
```

=====

ii | 2 unconnected molecules or ions with the total composition C7H14N2. Source: OMol25; level of theory: wB97M-V/def2-TZVPD.

Results
HOMO level in eV: -8.70
LUMO in eV: 0.94
Kohn-Sham gap in eV: 9.634

```
! RIJCOSX wB97M-V def2-TZVPD def2/J DEFGRID3
* xyz 0 1
H 0.290 0.639 -1.465
N 2.219 2.517 1.889
H 1.266 1.877 -2.065
H 2.249 3.748 0.104
H 3.020 2.814 2.419
C -2.086 -1.344 -1.393
H -1.070 -3.907 -0.533
H 1.582 0.882 3.108
H -0.068 -1.591 -0.568
C 0.561 1.672 -1.254
C 1.939 2.834 0.575
C 1.213 1.796 0.086
H -1.308 -1.090 0.527
H -3.049 -1.674 -1.060
C -1.267 -3.167 0.243
H -0.255 2.386 -1.326
H -1.996 -1.858 -2.355
H -2.070 -0.275 -1.594
C -1.105 -1.754 -0.307
H -0.515 -3.352 1.018
H -2.217 -3.312 0.756
N 1.007 0.860 1.078
C 1.657 1.300 2.116
*
```

=====

iii | 3 unconnected molecules or ions with the total composition C7H14N2. Source: OMol25; level of theory: wB97M-V/def2-TZVPD.

Results
HOMO level (spin up / spin down) in eV: -5.93 / -6.10
LUMO (spin up / spin down) in eV: 0.90 / 0.83
Kohn-Sham gap (spin up / spin down) in eV: 6.835 / 6.929

```
! RIJCOSX wB97M-V def2-TZVPD def2/J DEFGRID3
* xyz 0 1
H -0.348 -3.181 -3.722
H 1.943 1.458 2.426
H 0.198 -1.469 -3.322
H -2.134 0.138 0.699
H -0.398 2.229 -0.560
H -0.972 -3.498 -1.292
H -0.670 0.593 2.710
H -1.026 2.042 2.041
H 0.654 3.070 0.584
H 2.515 0.500 1.060
N -0.771 1.076 1.824
C 0.388 -0.928 -0.306
C 0.509 2.117 0.041
C -0.546 -2.578 -1.689
H 1.412 -1.182 -0.440
H 1.358 2.005 -0.635
H -2.631 -0.117 -0.952
N -2.086 -0.431 -0.161
C -0.827 -0.752 -0.414
H 1.568 -0.268 2.341
C 0.399 0.951 0.983
C 1.669 0.640 1.737
C -0.202 -2.415 -2.956
*
```

=====

iv | 2 unconnected molecules or ions with the total composition C7H14N2. Source: OMol25; level of theory: wB97M-V/def2-TZVPD.

Results
HOMO level in eV: -8.59
LUMO in eV: 0.93
Kohn-Sham gap in eV: 9.522

```
! RIJCOSX wB97M-V def2-TZVPD def2/J DEFGRID3
* xyz 0 1
H -2.382 1.664 1.289
H -2.197 -1.511 0.624
H 2.565 -1.659 1.148
C 1.097 -0.363 -1.290
C 2.078 -0.998 0.555
H 1.748 1.690 -1.318
H -2.259 0.028 2.398
N 1.246 -1.462 -0.370
C -0.377 0.871 1.505
H -3.234 -0.305 -0.090
H 0.660 -1.629 -3.008
H -0.701 -0.607 -2.303
C -1.842 0.655 1.502
H 0.389 0.138 -3.193
C 1.842 0.735 -0.819
H -0.214 1.220 0.464
C 0.366 -0.665 -2.477
H 2.505 0.880 1.217
H -0.254 1.804 2.160
N 2.471 0.315 0.384
H 0.146 -0.087 1.717
H -1.512 -0.323 -0.502
C -2.142 -0.390 0.405
*
```

=====

Least stable structure: iii

=====

i | 2 unconnected molecules or ions with the total composition C7H14N2. Source: OMol25; level of theory: wB97M-V/def2-TZVPD.

Results
HOMO level in eV: -8.50
LUMO in eV: 0.90
Kohn-Sham gap in eV: 9.393

```
! RIJCOSX wB97M-V def2-TZVPD def2/J DEFGRID3
* xyz 0 1
C -0.369 -1.989 2.525
H -0.213 -1.276 3.455
H 0.221 -1.292 -0.082
H -0.773 -2.931 2.791
C -2.234 1.531 -0.843
H 1.556 -3.101 2.190
H 1.389 -2.613 -0.292
H 1.814 -0.949 0.357
H 1.596 1.571 -2.889
N -1.769 2.834 -0.814
H 0.238 3.505 -1.287
H -1.042 -1.280 1.975
H -3.228 1.223 -0.438
C 1.127 -1.769 0.369
H 1.568 0.607 -1.342
C 1.032 -2.198 1.888
H 1.592 -1.370 2.336
C -0.483 2.800 -1.344
H -2.170 3.543 -0.268
N -1.369 0.704 -1.395
C 0.982 0.904 -2.246
C -0.264 1.462 -1.685
H 0.800 0.082 -2.961
*
```

=====

ii | A molecular structure, C7H14N2. Source: OMol25; level of theory: wB97M-V/def2-TZVPD.

Results
HOMO level in eV: -8.93
LUMO in eV: 0.87
Kohn-Sham gap in eV: 9.804

```
! RIJCOSX wB97M-V def2-TZVPD def2/J DEFGRID3
* xyz 0 1
C 1.694 -0.181 -0.375
H -2.416 1.567 -1.046
N -1.682 -1.620 1.236
C 1.935 -1.022 0.867
N -1.133 -0.303 1.251
H 2.901 -1.462 0.784
H -1.538 2.151 0.384
H 1.241 -1.798 -1.557
C 1.551 -0.711 -1.575
C -2.571 -1.206 0.169
C -2.298 1.507 0.032
H 1.861 1.800 -1.155
H 1.511 -0.041 -2.473
H -0.981 -2.280 0.883
C -1.941 0.110 0.338
H 2.623 1.546 0.350
H -3.674 -1.310 0.468
H 0.951 1.599 0.345
H -3.142 1.610 0.587
H 1.162 -1.709 0.880
C 1.824 1.241 -0.255
H 1.831 -0.232 1.553
H -2.412 -1.781 -0.796
*
```

=====

Least stable structure: ii

=====

i | A single C7H14N2 molecule. Source: OMol25; level of theory: wB97M-V/def2-TZVPD.

Results
HOMO level (spin up / spin down) in eV: -6.96 / -5.47
LUMO (spin up / spin down) in eV: 0.94 / 0.55
Kohn-Sham gap (spin up / spin down) in eV: 7.902 / 6.022

```
! RIJCOSX wB97M-V def2-TZVPD def2/J DEFGRID3
* xyz 0 1
H 0.864 -2.172 -0.732
C -1.233 -1.028 -2.181
H 0.091 0.479 3.071
H 2.764 0.938 0.057
C 2.091 0.270 -0.485
H -0.928 -0.761 2.325
H -0.144 -2.164 0.719
H -0.321 2.635 1.283
C -0.638 0.288 2.286
N -1.074 0.397 -0.188
H -1.528 0.895 2.483
H -2.179 -0.517 -2.380
N 0.405 2.012 0.953
H 1.702 0.860 -1.347
H -2.033 0.744 -0.220
C 1.052 -0.311 0.439
H 2.711 -0.525 -0.906
H -0.503 -0.626 -2.898
C -0.748 -0.760 -0.803
H 0.727 2.327 0.047
H -1.341 -2.095 -2.381
C -0.017 0.641 0.930
C 0.280 -1.528 -0.073
*
```

=====

ii | A single C7H14N2 molecule. Source: OMol25; level of theory: wB97M-V/def2-TZVPD.

Results
HOMO level (spin up / spin down) in eV: -8.82 / -7.54
LUMO (spin up / spin down) in eV: 0.44 / -0.48
Kohn-Sham gap (spin up / spin down) in eV: 9.262 / 7.061

```
! RIJCOSX wB97M-V def2-TZVPD def2/J DEFGRID3
* xyz 0 1
H 1.259 1.481 1.259
H -0.761 -0.754 -1.530
C 0.144 -1.127 2.316
N -1.313 -1.716 0.409
C 1.319 -0.923 -1.267
C 0.224 1.053 -2.349
H -1.552 -2.504 1.010
H -0.015 -0.235 2.927
H 2.289 -0.561 -1.575
H -0.897 2.338 0.037
H 0.371 0.732 -3.383
H 1.225 -1.238 2.209
H -0.696 1.637 -2.313
H 1.272 -1.917 -0.842
N 1.263 0.842 0.456
H 1.056 1.694 -2.059
C -1.157 1.377 0.482
H -1.312 1.524 1.556
C -0.469 -0.943 0.952
C -0.024 0.366 0.246
H -0.273 -1.994 2.831
H -2.096 1.020 0.057
C 0.144 -0.153 -1.428
*
```

=====

Least stable structure: ii

=====

i | A single C7H12N2O2 molecule. Source: OMol25; level of theory: wB97M-V/def2-TZVPD.

Results
HOMO level in eV: -8.86
LUMO in eV: 0.31
Kohn-Sham gap in eV: 9.175

```
! RIJCOSX wB97M-V def2-TZVPD def2/J DEFGRID3
* xyz 0 1
C -0.214 -0.832 -0.116
H 0.752 2.519 1.130
O -2.329 -0.989 0.714
C 0.834 -0.035 -0.734
N 1.934 -0.978 -0.908
H 1.947 1.895 -0.756
H -3.462 2.254 -1.146
H 3.944 -0.021 -0.751
C 1.472 1.608 1.280
C -3.066 1.455 -0.307
C 2.919 0.041 -0.112
H 0.620 0.130 -1.778
H 3.220 -0.140 1.099
O -0.112 -1.937 0.601
C 1.837 1.089 -0.095
H 0.643 1.024 1.807
C -1.891 0.764 -0.654
H -1.799 -1.822 0.705
H 2.222 1.961 1.926
H 1.691 -1.709 0.018
H -3.844 1.224 0.496
N -1.444 -0.406 -0.146
H -1.174 1.240 -1.457
*
```

=====

ii | A single C7H12N2O2 molecule. Source: OMol25; level of theory: wB97M-V/def2-TZVPD.

Results
HOMO level in eV: -7.35
LUMO in eV: 0.24
Kohn-Sham gap in eV: 7.583

```
! RIJCOSX wB97M-V def2-TZVPD def2/J DEFGRID3
* xyz 0 1
H 0.517 0.198 2.344
H 0.287 1.888 0.948
H 0.508 -0.312 -2.422
H -3.922 -0.308 0.885
H -0.514 1.780 -1.363
C -0.466 0.741 -0.865
H 2.205 -1.147 -1.304
H 2.075 1.556 -0.971
C 0.211 -0.472 -1.397
N 0.390 1.059 0.383
H -0.645 -1.245 -1.252
H 2.517 1.046 0.603
H -0.777 -0.432 1.205
O -2.200 1.686 0.301
N -2.401 -0.622 -0.529
C -1.843 0.517 -0.238
C 1.531 -0.705 -0.618
O -3.537 -1.022 0.135
H 2.132 -1.398 1.330
C 1.751 0.830 -0.213
C 1.212 -1.262 0.816
H 0.681 -2.236 0.924
C 0.287 -0.142 1.297
*
```

=====

Least stable structure: i

=====

i | 8 unconnected molecules or ions with the total composition ClH14O7. Source: OMol25; level of theory: wB97M-V/def2-TZVPD.

Results
HOMO level in eV: -6.33
LUMO in eV: 3.40
Kohn-Sham gap in eV: 9.726

```
! RIJCOSX wB97M-V def2-TZVPD def2/J DEFGRID3
* xyz -1 1
H 13.326 20.646 13.273
H 9.203 22.996 13.677
O 10.745 20.955 14.838
H 10.332 23.198 12.641
O 10.777 24.283 10.058
H 14.165 21.780 10.854
H 13.111 21.644 8.335
H 11.695 20.151 9.776
H 10.462 20.679 10.247
H 13.316 19.221 13.139
O 14.990 21.480 10.542
H 11.093 23.779 9.341
O 9.349 22.985 12.728
H 11.243 21.209 14.081
H 12.587 22.237 9.542
O 13.751 19.872 13.663
O 10.888 20.474 9.400
Cl 12.266 22.258 12.009
H 11.348 20.716 15.570
H 15.106 22.121 9.843
H 11.488 24.276 10.690
O 12.796 22.518 8.669
*
```

=====

ii | 8 unconnected molecules or ions with the total composition ClH14O7. Source: OMol25; level of theory: wB97M-V/def2-TZVPD.

Results
HOMO level in eV: -6.78
LUMO in eV: 3.30
Kohn-Sham gap in eV: 10.078

```
! RIJCOSX wB97M-V def2-TZVPD def2/J DEFGRID3
* xyz -1 1
H -0.325 -0.351 2.338
H 3.239 0.411 -1.947
O -0.650 0.400 -3.021
H 0.972 0.143 2.943
O 3.030 -0.505 -1.766
H 2.235 -0.469 -1.234
O -1.824 -3.220 -0.158
H -1.528 0.017 -3.022
H -1.990 -0.240 1.185
H -1.260 -3.854 -0.600
H -1.055 3.252 -0.973
H 2.973 1.555 1.601
O 2.250 0.996 1.885
H 1.740 0.840 1.090
O -2.835 -0.690 1.174
O -0.332 3.156 -0.353
H -2.934 -0.992 0.270
H -0.290 0.171 -2.165
H -1.331 -2.399 -0.188
H -0.303 2.219 -0.161
Cl 0.169 -0.435 -0.046
O 0.049 -0.005 3.148
*
```

=====

Least stable structure: i